# C30H58BrI2N3O9P

A 3-piece molecular cluster, C30H58BrI2N3O9P overall at a distorted geometry (ωB97M-V/def2-TZVPD, the Open Molecules 2025 dataset).

* E_HOMO: -0.4021 Ha
* charge: +1
* lowest unoccupied orbital energy: -3.84 eV
* gap between HOMO and LUMO: 7.1 eV

```
104
Properties=species:S:1:pos:R:3:lowdin_charge:R:1
C -3.7643 -4.4915 2.0112 -0.112
C -3.2445 -5.8631 2.4221 -0.252
C -2.2123 -6.4670 1.4387 -0.211
C -0.7617 -6.4513 1.9267 -0.203
C -0.2737 -5.1085 2.4968 -0.210
C -0.1114 -5.0945 4.0152 -0.206
C 0.6161 -3.8234 4.4964 -0.191
C -0.3307 -2.7361 5.0584 -0.183
C -0.1798 -1.4202 4.2881 -0.225
C -0.6223 -0.1694 5.0443 -0.193
C -2.1249 0.1821 4.9703 -0.190
C -2.7872 0.0536 3.6018 -0.203
C -2.4250 1.1909 2.6302 -0.179
C -1.2337 0.8236 1.7395 -0.264
C -1.5866 -0.1994 0.6649 -0.161
C -0.5104 -0.4336 -0.3784 -0.176
N -0.1983 0.7826 -1.1647 -0.041
C -1.3099 1.3865 -1.9360 -0.127
C -2.1177 2.4985 -1.2631 -0.360
C -2.8879 3.2059 -2.4089 -0.062
C -1.2695 3.5299 -0.4931 -0.067
C 1.0451 0.9784 -1.6909 -0.409
N 1.7460 2.1367 -1.3550 -0.014
C 2.8144 2.0373 -0.3575 -0.807
I 2.1881 1.2974 1.5377 1.027
C 3.4324 3.4456 -0.2222 -0.801
C 4.8361 3.3595 0.3646 -0.176
I 2.2578 4.7047 1.0862 0.844
N 1.5608 0.1535 -2.5869 -0.362
Br 3.2270 0.5088 -3.3739 0.972
P 0.7747 -1.3426 -3.1436 0.374
O 0.9181 -2.3479 -2.1090 -0.191
O 1.5461 -1.7347 -4.4673 -0.128
O -0.6960 -1.0006 -3.5699 -0.068
H -4.4737 -4.1243 2.7516 0.070
H -2.9718 -3.7484 1.9336 0.044
H -4.2562 -4.5663 1.0433 0.072
H -4.0941 -6.5412 2.4899 0.101
H -2.8047 -5.8455 3.4176 0.090
H -2.5009 -7.5034 1.2662 0.101
H -2.3068 -5.9468 0.4839 0.104
H -0.6299 -7.2346 2.6741 0.109
H -0.1315 -6.7368 1.0844 0.103
H -0.9646 -4.3174 2.1980 0.090
H 0.6797 -4.8601 2.0315 0.107
H -1.0698 -5.1943 4.5173 0.095
H 0.5127 -5.9548 4.2621 0.109
H 1.1525 -3.4291 3.6331 0.093
H 1.3841 -4.0687 5.2278 0.107
H -1.3450 -3.1149 4.9262 0.105
H -0.1577 -2.5945 6.1225 0.109
H -0.6710 -1.5399 3.3235 0.083
H 0.8851 -1.3060 4.0693 0.104
H -0.0319 0.7057 4.7724 0.100
H -0.4003 -0.3503 6.0971 0.106
H -2.6818 -0.3662 5.7284 0.109
H -2.2132 1.2314 5.2589 0.105
H -2.6257 -0.9147 3.1332 0.089
H -3.8642 0.1188 3.7688 0.110
H -3.2821 1.3636 1.9729 0.104
H -2.2320 2.1060 3.1856 0.112
H -0.4846 0.3681 2.3897 0.037
H -0.7393 1.6976 1.3191 0.041
H -1.7258 -1.1695 1.1409 0.110
H -2.5239 0.0981 0.1947 0.110
H -0.9265 -1.1949 -1.0440 0.097
H 0.3800 -0.8891 0.0433 0.104
H -1.9939 0.5729 -2.1788 0.127
H -0.9351 1.7526 -2.8927 0.128
H -2.8857 2.1152 -0.5981 0.115
H -3.8977 3.4786 -2.1208 0.082
H -2.3353 4.0699 -2.7670 0.077
H -2.9852 2.5443 -3.2747 0.070
H -1.3432 4.5278 -0.9135 0.075
H -0.2212 3.2468 -0.4475 0.013
H -1.6017 3.5913 0.5414 0.073
H 2.0784 2.6137 -2.1883 0.108
H 3.6377 1.3913 -0.6504 0.041
H 3.4265 3.9400 -1.1882 0.056
H 4.8016 3.4029 1.4482 0.047
H 5.3934 4.2280 0.0367 0.055
H 5.3526 2.4619 0.0300 0.087
H 1.4647 -1.0524 -5.1614 0.039
H -0.7573 -0.6858 -4.4894 0.078
C 6.8454 8.1246 -1.0116 -0.101
C 5.3921 8.5533 -0.9938 -0.102
O 4.7588 7.4981 -1.7316 0.067
C 5.5395 6.4042 -1.6537 -0.575
O 5.2139 5.3151 -2.0145 0.132
O 6.7351 6.6968 -1.1082 0.069
H 7.3902 8.4041 -0.1148 0.135
H 7.3815 8.4930 -1.8869 0.136
H 4.9732 8.5754 0.0130 0.135
H 5.2181 9.5114 -1.4747 0.135
C -2.4820 -1.8540 -7.1716 -0.077
C -1.7146 -2.3143 -8.3948 -0.078
O -0.5791 -1.4287 -8.3923 0.103
C -0.3913 -0.9891 -7.1504 -0.558
O 0.5611 -0.3737 -6.7691 0.142
O -1.4234 -1.3296 -6.3453 0.031
H -3.0060 -2.6557 -6.6603 0.141
H -3.1818 -1.0482 -7.3909 0.140
H -1.3545 -3.3391 -8.3048 0.141
H -2.2746 -2.2114 -9.3188 0.141
```

***

# C30H58N2O3P2Tc

C30H58N2O3P2Tc as an isolated structure at a distorted geometry (ωB97M-V/def2-TZVPD, the Open Molecules 2025 dataset).

* spin multiplicity: 4
* E_HOMO (spin up / spin down): -0.7769 / -0.7777 Ha
* charge: +4
* lowest unoccupied orbital energy (spin up / spin down): -11.45 / -16.72 eV
* ⟨S²⟩: 3.787
* gap between HOMO and LUMO (spin up / spin down): 9.7 / 4.4 eV

```
96
Properties=species:S:1:pos:R:3:mulliken_spin:R:1
Tc -0.5520 0.5880 -1.0839 1.319
C -1.3666 2.2168 -1.6511 -0.119
O -1.8910 3.1974 -2.0304 0.051
C -1.4356 -0.2782 -2.5573 -0.143
O -1.9434 -0.8709 -3.4310 0.119
P 1.3389 1.2952 -2.4967 0.126
C 2.5185 -0.0967 -2.8446 0.075
H 3.2476 0.3544 -3.5359 0.011
C 0.9748 2.0086 -4.1862 0.058
H 0.1101 1.3871 -4.4892 -0.008
C 2.4164 2.5511 -1.6471 0.050
H 2.7154 2.0138 -0.7284 -0.002
C -2.6982 1.3936 1.7928 0.023
P -2.5624 0.2056 0.3546 0.141
H -3.6513 -1.5647 1.5033 0.007
H -1.7438 1.2295 2.3205 0.003
C -4.3013 0.2685 -0.3258 0.089
H -4.9114 0.4852 0.5665 0.006
C 0.5277 3.4763 -4.1907 0.004
H 1.3784 4.1709 -4.2806 -0.001
H -0.0848 3.7637 -3.3333 0.004
H -0.1023 3.6214 -5.0818 0.007
C 2.0860 1.8124 -5.2299 0.048
H 1.9298 2.5255 -6.0511 0.001
H 2.0656 0.8046 -5.6622 0.000
H 3.0881 2.0089 -4.8267 0.000
C 3.6853 2.9106 -2.4244 0.038
H 4.2753 2.0369 -2.7273 -0.001
H 4.3254 3.5158 -1.7642 0.010
H 3.4655 3.5300 -3.3061 0.001
C 1.6802 3.8240 -1.2189 0.020
H 2.1624 4.2105 -0.3090 0.002
H 0.6202 3.6597 -0.9856 -0.009
H 1.7453 4.6114 -1.9842 -0.001
C 3.2894 -0.5533 -1.5986 0.000
H 4.2083 0.0349 -1.4557 0.000
H 3.5865 -1.6061 -1.7122 0.000
H 2.6969 -0.4720 -0.6757 -0.001
C 1.8457 -1.2569 -3.5865 0.024
H 1.1647 -1.8278 -2.9406 -0.005
H 2.6312 -1.9482 -3.9290 0.000
H 1.2880 -0.9199 -4.4714 -0.003
C -3.8567 1.0983 2.7570 0.027
H -4.0952 0.0372 2.8783 0.000
H -4.7679 1.6308 2.4501 0.002
H -3.5793 1.4894 3.7485 0.001
C -2.7586 2.8630 1.3806 -0.001
H -3.6998 3.1014 0.8660 0.000
C -2.1709 -2.5993 0.3401 0.035
H -1.9257 3.1645 0.7352 0.001
H -2.7090 3.4762 2.2941 0.000
C -1.7903 -1.4286 2.5589 -0.001
H -1.0917 -2.8039 0.4100 -0.016
H -2.6918 -3.5131 0.6718 -0.001
H -2.4283 -2.4470 -0.7176 -0.005
C -2.5848 -1.4352 1.2477 0.042
H -1.5407 -2.4590 2.8444 0.006
H -2.3615 -0.9961 3.3893 0.001
H -0.8470 -0.8725 2.4637 0.005
C -4.7710 -1.0448 -0.9509 0.005
H -4.1534 -1.3028 -1.8227 0.001
H -5.8000 -0.9018 -1.3086 0.009
H -4.7777 -1.8897 -0.2547 0.000
C -4.5101 1.3835 -1.3497 0.010
H -4.1260 2.3579 -1.0349 -0.001
H -5.5919 1.4873 -1.5229 0.004
H -4.0428 1.1185 -2.3113 0.001
H -0.4584 -1.0848 -0.6839 -0.031
H 0.4011 -0.8324 -1.2581 -0.056
C 1.5723 -4.9629 1.8513 0.076
C 2.6092 -4.1886 2.6617 -0.016
N 2.0996 -2.8999 3.1456 0.611
C 0.9814 -2.9682 4.0820 -0.022
C 1.2778 -3.8537 5.2942 0.074
C 2.7366 -1.7503 2.7369 0.003
O 3.9291 -1.7393 2.4245 0.273
C 1.8911 -0.5194 2.5437 -0.057
C 1.8653 0.5520 3.4254 0.000
C 1.2267 1.7162 2.9945 0.001
C 0.6627 1.7676 1.7202 0.029
N 0.6527 0.7048 0.8760 -0.061
C 1.2468 -0.4301 1.3139 0.041
H 0.7384 -5.3096 2.4820 0.003
H 2.0720 -5.8325 1.4068 -0.006
H 1.1715 -4.3455 1.0294 -0.003
H 2.9020 -4.7696 3.5478 0.031
H 3.4966 -3.9827 2.0515 0.009
H 0.7009 -1.9592 4.4070 0.006
H 0.1087 -3.3895 3.5594 0.050
H 2.1377 -3.4590 5.8476 -0.001
H 0.4122 -3.8526 5.9657 -0.004
H 1.4838 -4.8863 4.9927 0.001
H 2.3385 0.4613 4.3908 -0.003
H 1.1547 2.5908 3.6317 0.000
H 0.2002 2.6979 1.3599 -0.002
H 1.2372 -1.3066 0.6530 -0.016
```

***

# C30H59O10P

A 7-piece molecular cluster, C30H59O10P overall at a distorted geometry (ωB97M-V/def2-TZVPD, the Open Molecules 2025 dataset).

* energy relative to the best compared isomer or geometry (same formula, charge and spin): 0.0 kcal per mole
* E_HOMO: -0.3303 Ha
* lowest unoccupied orbital energy: 0.43 eV
* gap between HOMO and LUMO: 9.4 eV

```
100
Properties=species:S:1:pos:R:3:lowdin_charge:R:1
C 2.3117 2.6894 -0.7892 -0.109
O 1.3743 3.6097 -0.2557 -0.172
C 0.8288 4.5364 -1.1625 -0.157
C -0.5768 4.1940 -1.6344 -0.258
O -1.5493 4.8516 -0.7586 0.049
C -2.7715 4.3125 -1.0151 -0.460
O -3.7860 4.7925 -0.6043 0.134
C -2.5918 3.0551 -1.8592 -0.064
C -1.0940 2.7586 -1.6128 -0.351
P -0.5219 1.5369 -2.8104 0.758
O -1.5502 0.5033 -3.1015 -0.425
H 2.2458 2.6221 -1.8837 0.073
H 3.3322 2.9986 -0.5325 0.091
H 2.1216 1.7023 -0.3563 0.088
H 0.7450 5.4989 -0.6409 0.141
H 1.4892 4.6992 -2.0264 0.133
H -0.7593 4.6202 -2.6316 0.160
H -3.2757 2.2813 -1.5152 0.138
H -2.7831 3.3456 -2.9025 0.119
H -1.0405 2.3700 -0.5875 0.148
H 0.6128 0.9066 -2.2780 0.015
H -0.1332 2.3107 -3.9226 0.039
C -1.6841 -2.3369 -4.3735 -0.187
C -2.0619 -3.5617 -5.2057 -0.166
C -0.8135 -4.4244 -5.0623 -0.203
O -0.2745 -4.1321 -3.7722 -0.159
C -0.9113 -2.9723 -3.2300 -0.202
H -2.5294 -1.7495 -4.0250 0.097
H -1.0318 -1.6754 -4.9466 0.111
H -2.9250 -4.0670 -4.7662 0.113
H -2.2946 -3.3313 -6.2447 0.109
H -0.0688 -4.1695 -5.8249 0.117
H -1.0170 -5.4943 -5.1241 0.116
H -1.5803 -3.2789 -2.4187 0.121
H -0.1474 -2.3129 -2.8152 0.106
C 3.3482 -4.7140 -0.8454 -0.171
C 2.6025 -5.2214 -2.0786 -0.165
C 2.9976 -4.1888 -3.1227 -0.208
O 4.3144 -3.7466 -2.7756 -0.146
C 4.6448 -4.2078 -1.4634 -0.209
H 3.5097 -5.4701 -0.0804 0.100
H 2.7989 -3.8889 -0.3864 0.114
H 2.9738 -6.2094 -2.3618 0.114
H 1.5236 -5.2848 -1.9515 0.104
H 2.3157 -3.3326 -3.1043 0.103
H 3.0148 -4.5886 -4.1372 0.117
H 5.3844 -5.0125 -1.5450 0.115
H 5.0941 -3.3846 -0.9051 0.112
C -4.5961 8.1510 2.8035 -0.172
C -4.8850 6.8816 2.0044 -0.170
C -3.6335 6.0599 2.2740 -0.213
O -3.1919 6.4236 3.5883 -0.142
C -3.8905 7.5859 4.0299 -0.215
H -5.4878 8.7226 3.0585 0.108
H -3.9206 8.8021 2.2443 0.112
H -5.7662 6.3762 2.4062 0.114
H -5.0450 7.0534 0.9419 0.108
H -2.8442 6.2952 1.5552 0.108
H -3.8137 4.9859 2.2440 0.113
H -4.6129 7.2983 4.8026 0.115
H -3.1744 8.2809 4.4712 0.114
C 2.0456 -5.7462 4.6269 -0.166
C 2.8209 -4.4301 4.6595 -0.166
C 3.7057 -4.5718 3.4286 -0.201
O 2.9700 -5.3596 2.4890 -0.160
C 1.8366 -5.9455 3.1313 -0.206
H 1.1082 -5.7156 5.1805 0.111
H 2.6571 -6.5539 5.0352 0.113
H 2.1359 -3.5877 4.5386 0.118
H 3.3870 -4.2691 5.5734 0.091
H 4.6402 -5.0907 3.6696 0.117
H 3.9531 -3.6152 2.9655 0.116
H 0.9298 -5.4356 2.7873 0.117
H 1.7724 -6.9951 2.8412 0.116
C 4.4333 -0.6332 8.3720 -0.169
C 5.6925 -1.4566 8.1086 -0.170
C 5.1038 -2.8326 7.8267 -0.204
O 3.8287 -2.6054 7.2219 -0.165
C 3.4614 -1.2311 7.3636 -0.202
H 4.5730 0.4378 8.2347 0.111
H 4.0767 -0.8041 9.3898 0.114
H 6.2126 -1.0783 7.2261 0.114
H 6.3943 -1.4637 8.9411 0.111
H 4.9625 -3.4016 8.7516 0.118
H 5.7146 -3.4275 7.1457 0.116
H 3.5477 -0.7382 6.3893 0.118
H 2.4213 -1.1776 7.6865 0.117
C -4.8858 1.0900 -5.4720 -0.165
C -5.5444 2.4006 -5.8954 -0.167
C -4.5695 3.4262 -5.3355 -0.209
O -3.2747 2.8183 -5.3765 -0.166
C -3.4102 1.4129 -5.6495 -0.199
H -5.1995 0.2311 -6.0635 0.112
H -5.1021 0.8800 -4.4219 0.116
H -5.5833 2.4693 -6.9846 0.113
H -6.5542 2.5305 -5.5091 0.112
H -4.8167 3.6747 -4.2963 0.111
H -4.5419 4.3514 -5.9126 0.117
H -3.0843 1.2225 -6.6783 0.119
H -2.7669 0.8645 -4.9655 0.076
```

***

# C30H60AsF6O30Rb

C30H60AsF6O30Rb as an isolated structure at a distorted geometry (ωB97M-V/def2-TZVPD, the Open Molecules 2025 dataset).

* energy relative to the best compared isomer or geometry (same formula, charge and spin): 0.0 kcal per mole
* E_HOMO: -0.3826 Ha
* lowest unoccupied orbital energy: -0.09 eV
* gap between HOMO and LUMO: 10.3 eV

```
128
Properties=species:S:1:pos:R:3:lowdin_charge:R:1
Rb 3.5809 -0.8593 -1.1040 0.927
As 0.0750 0.2335 0.0508 0.830
F 0.5989 -1.3973 -0.3762 -0.282
F -0.3967 -0.1915 1.6569 -0.222
F -0.3598 1.9118 0.3023 -0.235
F 0.6234 0.6982 -1.5676 -0.268
F -1.5614 -0.1115 -0.5390 -0.247
F 1.7049 0.5917 0.7141 -0.317
C -3.6141 -1.6074 0.6855 -0.031
O -4.9474 -1.8982 0.2382 0.024
C -5.2205 -3.0817 -0.2479 -0.629
O -4.4382 -3.9662 -0.4671 0.124
O -6.5402 -3.1138 -0.4940 -0.001
C -7.1045 -4.4053 -0.6808 -0.051
H -2.8068 -1.9988 0.0735 0.076
H -3.5074 -2.1138 1.6391 0.070
H -3.5630 -0.5337 0.7890 0.085
H -6.5959 -5.1836 -0.1133 0.094
H -7.0545 -4.6419 -1.7441 0.095
H -8.1423 -4.3829 -0.3574 0.090
C 2.6601 2.8532 -2.7986 -0.040
O 3.3350 2.4926 -1.6152 -0.035
C 3.5850 3.3912 -0.6613 -0.605
O 3.3489 4.5569 -0.7158 0.156
O 4.1323 2.7146 0.3483 -0.009
C 4.4721 3.4546 1.5128 -0.019
H 2.2138 1.9615 -3.2358 0.085
H 3.3280 3.2367 -3.5744 0.102
H 1.8921 3.6012 -2.6104 0.085
H 4.0748 4.4680 1.4301 0.098
H 5.5508 3.4577 1.6522 0.100
H 3.9514 2.9920 2.3487 0.075
C 0.0131 7.4690 3.3048 -0.060
O 0.8991 6.4028 3.0691 0.002
C 0.4718 5.1621 3.3786 -0.608
O -0.4472 4.9327 4.1147 0.126
O 1.3022 4.3143 2.8204 0.019
C 1.1237 2.9202 3.0731 -0.019
H 0.5517 8.3673 3.5968 0.092
H -0.6456 7.2448 4.1495 0.089
H -0.6418 7.6585 2.4534 0.099
H 0.0775 2.7031 3.2549 0.071
H 1.7210 2.6530 3.9453 0.103
H 1.4441 2.3821 2.1893 0.064
C -0.9210 -3.6868 1.3682 -0.025
O -0.1911 -4.3289 2.4109 0.038
C 1.1271 -4.2253 2.3460 -0.585
O 1.7845 -3.7215 1.4706 0.127
O 1.6428 -5.0285 3.2817 0.012
C 2.9540 -4.7847 3.7404 -0.049
H -0.5206 -3.7695 0.3621 0.096
H -0.9921 -2.6402 1.6769 0.079
H -1.9551 -4.0216 1.3933 0.093
H 2.9601 -4.2295 4.6771 0.096
H 3.5226 -4.2899 2.9507 0.076
H 3.4829 -5.7171 3.9362 0.095
C -5.2595 0.2631 -6.3767 -0.029
O -4.5818 0.1297 -5.1280 0.006
C -4.8590 1.0078 -4.1818 -0.631
O -5.5120 2.0143 -4.2743 0.129
O -4.2780 0.5947 -3.0688 0.016
C -4.0803 1.5319 -2.0301 -0.045
H -5.2415 -0.6749 -6.9164 0.092
H -4.7985 1.0656 -6.9550 0.097
H -6.2691 0.6188 -6.1614 0.095
H -3.0905 1.3877 -1.5965 0.064
H -4.7685 1.4015 -1.1976 0.102
H -4.0160 2.5807 -2.3180 0.091
C -3.4986 -2.5520 6.0912 -0.029
O -3.4927 -1.1357 5.8972 0.010
C -3.1321 -0.6870 4.6978 -0.593
O -3.0374 -1.3131 3.6751 0.117
O -2.9202 0.6239 4.8475 0.012
C -2.3200 1.3157 3.7616 -0.036
H -2.6489 -2.8443 6.7071 0.093
H -3.3953 -3.0796 5.1444 0.088
H -4.4296 -2.8152 6.5838 0.093
H -2.2221 2.3559 4.0612 0.094
H -2.8542 1.2117 2.8187 0.098
H -1.3162 0.9190 3.6090 0.073
C 5.1136 -5.6397 0.3540 -0.047
O 3.8334 -5.7074 -0.2212 0.031
C 3.4342 -4.6545 -0.9111 -0.633
O 4.0920 -3.6589 -1.0874 0.014
O 2.2644 -4.9435 -1.4434 0.046
C 1.6754 -3.9450 -2.2387 -0.052
H 5.2263 -6.4165 1.1012 0.099
H 5.2987 -4.6737 0.8413 0.089
H 5.9382 -5.6294 -0.3641 0.103
H 2.1915 -3.5691 -3.1222 0.090
H 1.5397 -3.0467 -1.6205 0.055
H 0.6350 -4.1215 -2.5094 0.110
C -1.0404 -1.1799 -3.4720 -0.029
O -0.4825 -1.4518 -4.7544 0.031
C 0.8433 -1.4397 -4.8426 -0.608
O 1.6111 -1.1965 -3.9442 0.084
O 1.1875 -1.8555 -6.0467 0.021
C 2.5385 -2.1766 -6.3049 -0.040
H -2.0275 -1.6307 -3.5100 0.106
H -1.0528 -0.1207 -3.2251 0.085
H -0.4848 -1.6176 -2.6412 0.068
H 2.7192 -2.0303 -7.3653 0.096
H 2.8805 -3.1527 -5.9648 0.098
H 3.1785 -1.4473 -5.7978 0.092
C -2.5300 7.9496 -3.8514 -0.059
O -1.7616 6.7794 -3.9791 0.014
C -1.6860 5.9652 -2.9388 -0.630
O -1.8511 6.3180 -1.8054 0.135
O -1.3315 4.7603 -3.3539 0.024
C -0.9754 3.8311 -2.3512 -0.045
H -3.0980 8.1607 -4.7551 0.092
H -1.8865 8.7898 -3.5888 0.096
H -3.2896 7.9306 -3.0661 0.096
H -1.8756 3.4488 -1.8683 0.081
H -0.3336 4.3414 -1.6284 0.102
H -0.4076 2.9615 -2.6707 0.078
C 6.5665 -2.4542 3.6019 -0.035
O 6.4360 -1.6023 2.4725 0.020
C 5.3157 -0.9058 2.2869 -0.605
O 5.0754 -0.4045 1.2167 0.013
O 4.5079 -0.9377 3.3255 0.005
C 3.2525 -0.2816 3.2694 -0.013
H 7.4092 -3.1151 3.4034 0.098
H 5.6566 -2.9766 3.8812 0.087
H 6.9432 -1.8544 4.4383 0.102
H 3.2909 0.7377 2.8871 0.073
H 2.9321 -0.1460 4.3009 0.104
H 2.5113 -0.8059 2.6706 0.094
```

***

| no. | calculated total energy (eV) |
| --- | --- |
| 1 | -150476.7657 |
| 2 | -61906.7424 |
| 3 | -61827.7763 |
| 4 | -171311.7825 |